{
  "formula": "CH4NO2S2",
  "method": "ωB97M-V/def2-TZVPD",
  "symbols": ["C", "N", "O", "O", "S", "S", "H", "H", "H", "H"],
  "coordinates": [[-0.937, -0.464, -0.141], [-0.419, 0.025, -1.124], [1.592, -1.884, -0.623], [1.999, -1.123, 1.679], [2.602, 1.076, -0.390], [2.496, -1.186, 0.298], [-0.762, -1.631, 0.047], [-1.502, 0.137, 0.614], [0.010, -0.756, -1.735], [2.080, 1.441, 0.767]],
  "lowdin_charge": [-0.25, -0.03, -0.61, -0.59, 0.16, 0.40, 0.09, 0.06, 0.06, -0.29],
  "homo_lumo_gap_ev": 7.493,
  "molar_mass_g_mol": 126.18,
  "energy_ha": -1042.12715,
  "e_lumo_ev": 3.86,
  "homo_ev": -3.63,
  "charge": -1,
  "relative_energy_ev": 2.186
}

---

{
  "formula": "C12H17ClI2N2OPPrSe",
  "method": "ωB97M-V/def2-TZVPD",
  "symbols": ["I", "I", "Pr", "P", "C", "C", "H", "H", "H", "C", "H", "H", "H", "H", "H", "H", "C", "O", "Cl", "C", "N", "C", "Se", "N", "C", "C", "C", "C", "C", "C", "H", "H", "H", "H", "H", "H", "H", "H"],
  "coordinates": [[6.218, 1.028, -3.594], [6.010, -1.666, -3.553], [-0.080, 0.321, -0.993], [-0.698, -0.104, -3.878], [0.416, -0.081, -5.340], [-1.790, -1.490, -4.379], [-2.622, 1.340, -3.616], [-2.189, 1.118, -5.355], [-1.238, 2.227, -4.297], [-1.801, 1.288, -4.340], [-2.608, -1.572, -3.654], [-2.190, -1.305, -5.388], [-0.185, -0.073, -6.271], [1.066, -0.969, -5.313], [-1.223, -2.428, -4.367], [1.056, 0.812, -5.288], [1.928, -0.087, -2.400], [2.958, -0.207, -2.903], [-2.557, -0.354, -0.693], [2.478, 0.415, 3.294], [1.068, 0.112, 3.126], [0.534, -0.517, 2.041], [1.540, -1.351, 0.683], [-0.816, -0.633, 2.306], [-1.113, -0.141, 3.584], [-2.273, -0.198, 4.343], [-2.186, 0.280, 5.660], [-0.964, 0.762, 6.184], [0.203, 0.781, 5.404], [0.082, 0.333, 4.096], [3.081, -0.491, 3.186], [2.613, 0.829, 4.295], [2.799, 1.156, 2.554], [-1.499, -1.044, 1.669], [-3.189, -0.605, 3.906], [-3.069, 0.279, 6.304], [-0.926, 1.121, 7.212], [1.167, 1.114, 5.773]],
  "mulliken_spin": [0.00, 0.00, 2.03, 0.00, 0.00, 0.00, 0.00, 0.00, 0.00, 0.00, 0.00, 0.00, 0.00, 0.00, 0.00, 0.00, 0.00, 0.00, -0.01, 0.00, 0.00, 0.00, -0.02, 0.00, 0.00, 0.00, 0.00, 0.00, 0.00, 0.00, 0.00, 0.00, 0.00, 0.00, 0.00, 0.00, 0.00, 0.00],
  "homo_lumo_gap_ev": [5.388, 5.502],
  "molar_mass_g_mol": 745.38,
  "energy_ha": -4967.13783,
  "e_lumo_ev": [-8.08, -7.96],
  "multiplicity": 3,
  "s_squared": 2.00,
  "homo_ev": [-13.46, -13.46],
  "charge": 2,
  "relative_energy_ev": 0.000
}

---

{
  "formula": "C5H8N2",
  "method": "ωB97M-V/def2-TZVPD",
  "symbols": ["C", "C", "C", "C", "N", "C", "N", "H", "H", "H", "H", "H", "H", "H", "H"],
  "coordinates": [[-0.020, -0.931, -1.268], [-0.094, 0.234, -0.298], [-1.100, 0.037, 0.835], [-0.599, -1.003, 1.747], [-0.160, -1.811, 2.447], [1.127, 0.889, 0.179], [0.105, 1.675, -0.530], [0.314, -1.819, -0.710], [-0.993, -1.171, -1.716], [0.699, -0.746, -2.071], [-2.098, -0.239, 0.482], [-1.182, 0.979, 1.386], [2.002, 0.665, -0.430], [1.281, 1.215, 1.196], [0.719, 2.026, -1.250]],
  "lowdin_charge": [-0.02, -0.52, -0.12, -0.22, 0.15, -0.14, 0.05, 0.09, 0.08, 0.08, 0.12, 0.13, 0.11, 0.11, 0.09],
  "homo_lumo_gap_ev": 10.909,
  "molar_mass_g_mol": 96.13,
  "energy_ha": -304.76801,
  "e_lumo_ev": 0.88,
  "homo_ev": -10.02,
  "relative_energy_ev": 1.836
}

---

{
  "formula": "C5H11N3O",
  "method": "ωB97M-V/def2-TZVPD",
  "symbols": ["N", "N", "C", "N", "C", "C", "O", "C", "C", "H", "H", "H", "H", "H", "H", "H", "H", "H", "H", "H"],
  "coordinates": [[2.818, 0.891, -0.346], [1.424, 1.113, -0.222], [0.523, -0.023, -0.105], [1.243, -1.251, -0.363], [-0.211, -0.066, 1.183], [-1.545, -0.097, 1.050], [-2.455, -0.305, 2.030], [-2.071, 0.114, -0.335], [-0.810, 0.142, -1.188], [3.021, 0.675, -1.318], [3.111, 0.092, 0.218], [1.269, 1.767, 0.536], [1.547, -1.288, -1.330], [0.625, -2.036, -0.206], [0.323, -0.046, 2.123], [-2.002, -0.468, 2.868], [-2.644, 1.041, -0.395], [-2.746, -0.709, -0.597], [-0.785, -0.648, -1.938], [-0.635, 1.102, -1.665]],
  "lowdin_charge": [-0.02, -0.09, -0.51, 0.06, 0.00, -0.34, 0.06, -0.13, -0.07, 0.06, 0.06, 0.10, 0.08, 0.08, 0.12, 0.11, 0.12, 0.12, 0.09, 0.09],
  "homo_lumo_gap_ev": 9.083,
  "molar_mass_g_mol": 129.16,
  "energy_ha": -436.56527,
  "e_lumo_ev": 0.76,
  "homo_ev": -8.32,
  "relative_energy_ev": 2.225
}

---

{
  "formula": "C3H4F2",
  "method": "ωB97M-V/def2-TZVPD",
  "symbols": ["C", "C", "C", "F", "F", "H", "H", "H", "H"],
  "coordinates": [[-0.483, -1.361, 0.453], [-0.532, -0.066, 0.564], [0.618, 1.061, -0.535], [-0.115, 1.498, -1.566], [1.611, 0.286, -0.996], [-1.134, -1.982, 1.055], [0.180, -1.878, -0.220], [-1.152, 0.560, 1.176], [1.007, 1.881, 0.069]],
  "lowdin_charge": [-0.05, -0.03, -0.30, 0.04, 0.04, 0.05, 0.06, 0.06, 0.13],
  "homo_lumo_gap_ev": 11.551,
  "molar_mass_g_mol": 78.06,
  "energy_ha": -316.36151,
  "e_lumo_ev": 1.18,
  "homo_ev": -10.37,
  "relative_energy_ev": 1.479
}

---

{
  "formula": "C4H5NO",
  "method": "ωB97M-V/def2-TZVPD",
  "symbols": ["C", "C", "C", "C", "N", "O", "H", "H", "H", "H", "H"],
  "coordinates": [[2.412, -0.172, -0.283], [1.295, -0.398, -0.684], [-0.108, -0.072, -0.544], [-1.028, -0.955, 0.253], [-0.260, 1.168, -0.838], [-1.266, 1.761, -0.037], [3.352, 0.128, 0.122], [-1.254, -1.874, -0.300], [-0.535, -1.246, 1.188], [-1.954, -0.424, 0.477], [-0.654, 2.084, 0.646]],
  "lowdin_charge": [0.13, -0.07, -0.37, -0.02, 0.03, -0.09, 0.04, 0.09, 0.09, 0.07, 0.10],
  "homo_lumo_gap_ev": 10.272,
  "molar_mass_g_mol": 83.09,
  "energy_ha": -285.24021,
  "e_lumo_ev": 0.69,
  "homo_ev": -9.58,
  "relative_energy_ev": 4.745
}

---

{
  "formula": "C10H26BN3",
  "method": "ωB97M-V/def2-TZVPD",
  "symbols": ["B", "C", "C", "C", "C", "C", "C", "C", "C", "C", "C", "N", "N", "N", "H", "H", "H", "H", "H", "H", "H", "H", "H", "H", "H", "H", "H", "H", "H", "H", "H", "H", "H", "H", "H", "H", "H", "H", "H", "H"],
  "coordinates": [[2.288, -0.222, -0.115], [-2.387, 1.764, 0.954], [-0.023, 1.567, 1.696], [-0.503, 2.082, -0.684], [-2.176, -0.301, -1.870], [-0.707, -2.099, -0.980], [-2.858, -1.585, 0.164], [4.542, 0.622, -0.943], [1.533, -1.702, 1.780], [-0.988, 1.256, 0.534], [-1.651, -0.947, -0.572], [3.091, 0.488, -0.987], [2.511, -1.175, 0.845], [-0.936, -0.155, 0.374], [-2.713, 1.230, 1.845], [-2.343, 2.829, 1.178], [-3.120, 1.607, 0.166], [-0.286, 0.964, 2.561], [-0.059, 2.621, 1.968], [0.993, 1.306, 1.391], [-0.234, 3.087, -0.362], [0.381, 1.597, -1.097], [-1.261, 2.162, -1.455], [-1.354, 0.081, -2.469], [-2.702, -1.055, -2.454], [-2.873, 0.506, -1.664], [-0.436, -2.679, -0.104], [0.206, -1.689, -1.413], [-1.186, -2.754, -1.704], [-3.572, -0.816, 0.449], [-3.363, -2.312, -0.469], [-2.508, -2.081, 1.065], [4.910, 0.264, 0.016], [5.013, 0.041, -1.743], [4.829, 1.669, -1.060], [0.573, -1.223, 1.567], [1.436, -2.785, 1.658], [1.838, -1.497, 2.808], [2.691, 0.984, -1.770], [3.405, -1.651, 0.893]],
  "lowdin_charge": [-0.36, -0.04, -0.06, -0.04, -0.05, -0.05, -0.04, -0.10, -0.12, -0.63, -0.62, 0.01, 0.02, 0.14, 0.08, 0.08, 0.06, 0.08, 0.08, 0.05, 0.08, 0.05, 0.06, 0.08, 0.08, 0.06, 0.07, 0.07, 0.08, 0.07, 0.08, 0.08, 0.08, 0.08, 0.08, 0.04, 0.08, 0.08, 0.10, 0.12],
  "homo_lumo_gap_ev": [6.437, 8.958],
  "molar_mass_g_mol": 199.15,
  "energy_ha": -585.65982,
  "e_lumo_ev": [0.26, 0.57],
  "homo_ev": [-6.18, -8.39],
  "relative_energy_ev": 0.000
}